No. 1
Entry from OMol25: a molecular structure, C24H52Ba2N2O10 in a non-equilibrium geometry (the ωB97M-V functional and the def2-TZVPD basis).

The geometry in ORCA input format:
```
! RIJCOSX wB97M-V def2-TZVPD def2/J DEFGRID3
* xyz 1 2
H -1.12528 0.97731 -1.34987
H -3.72975 2.53469 -3.33452
C -2.67852 3.65339 -0.58473
O 1.63403 0.14581 -4.59835
C -1.37179 2.90750 -4.08858
O 3.90206 0.43227 -4.78793
C -1.99100 -2.11150 0.81166
N -1.23842 -2.28838 3.14628
H 1.75544 -4.11721 3.30032
C 0.39611 -2.75546 1.29188
H 3.93168 1.86676 1.34084
H -4.45288 2.60661 0.21594
H 0.60719 -3.81319 4.52949
H 2.02369 3.32324 1.96495
Ba 5.40856 -3.03351 -2.12338
C -0.76626 1.46864 -2.25419
H -0.31924 -0.97153 0.31965
H 3.45981 -4.85280 -0.70525
C -2.33997 -1.75006 2.29373
H -3.68489 5.49802 -1.11186
O -1.40021 -2.01490 4.44658
H 6.17081 -3.54127 1.31808
C 0.19367 -2.47810 2.81813
C 0.70929 -3.84745 3.44483
O 3.76716 2.24940 -0.62623
C -3.77838 -2.25317 2.84357
H -4.87308 1.29345 -1.81572
C 2.93775 -1.00303 -1.53181
H 1.61955 1.95994 1.02123
H 1.60548 3.49870 0.10080
H -3.42108 0.85766 -0.90064
O 3.96297 -0.59477 -2.02451
H -2.66900 0.24568 3.12822
H 0.13364 -4.75264 3.25151
H -3.86948 4.93830 0.52469
H 1.08931 -0.09821 -5.35023
O 5.53468 -3.82271 0.65647
H -1.23934 0.02662 2.22566
H 0.05510 -3.76952 1.08333
O -0.75439 4.59151 -1.70597
H 4.55142 -4.57439 2.22272
H 1.40469 -1.52842 4.30650
H 3.83543 -6.02074 0.39281
H 3.23690 1.44918 -0.63514
H -2.54374 -1.46898 0.12627
C 1.04174 -1.30836 3.30254
O 1.91115 -0.23104 -1.15129
C -4.04061 2.88621 -0.75357
H -3.00772 0.19664 1.55599
H -0.15671 4.06255 -1.17252
H -0.88357 3.31497 0.85243
O 2.83061 -2.18365 -1.31455
H 1.98072 -1.18305 2.76334
H 3.88999 -3.11248 1.58817
H -1.50866 1.97295 0.22078
O 2.71927 -0.44028 -6.37520
Ba 5.42902 1.61982 -2.97785
H 2.45428 -5.03895 0.79656
H -3.05980 0.77203 -3.01108
H -1.36746 2.03939 -4.74772
C -1.86871 2.93778 0.57795
H -0.42717 -2.54337 -0.58749
H -0.35853 3.30902 -4.07515
H 0.25210 1.82948 -2.10986
H -3.92048 -3.33232 2.78590
C 3.55806 2.68044 0.71920
H 4.16587 3.56356 0.91610
C -3.15587 5.00454 -0.29657
C 2.04790 2.95878 0.93797
H -2.28848 -3.14758 0.64996
H -4.81181 3.35895 -1.36174
C 2.81088 0.07174 -5.24118
H -4.56345 -1.81901 2.22449
H -2.45287 5.75888 0.05680
H 1.40728 -0.96313 -0.78831
H 1.43913 -2.59449 1.01934
H -1.93481 -2.74102 4.77606
C 3.45864 -4.99810 0.37502
C -3.87914 1.62899 -1.51979
H 0.63597 -0.32230 3.07645
H -1.88578 3.79975 -4.44607
H -3.88593 -1.95337 3.88600
H -0.59904 0.61408 -2.90983
N -1.81884 3.68733 -1.79899
C -0.50909 -2.04331 0.37757
C 4.29860 -4.07688 1.28642
C -3.11307 1.83406 -2.77156
C -2.29111 -0.25920 2.23919
C -1.75199 2.50837 -2.65025
H -2.47022 2.81888 1.47914
*
```

Results
Gap between HOMO and LUMO (spin up / spin down): 4.092 / 6.054 eV
HOMO energy (spin up / spin down): -0.27765 / -0.35473 Ha

---

No. 2
Entry from OMol25: 5 unconnected molecules or ions with the total composition C24H52Br2N3O5P in a non-equilibrium geometry (the ωB97M-V functional and the def2-TZVPD basis).

The geometry in ORCA input format:
```
! RIJCOSX wB97M-V def2-TZVPD def2/J DEFGRID3
* xyz 0 1
H 1.28554 0.43217 -0.59390
C -1.93284 -2.33321 2.46665
H -7.35799 -3.34605 1.61515
H -6.69540 -4.98973 1.74032
H -10.19331 -0.92904 3.97466
O 5.59220 1.97930 -1.90130
H -9.00639 2.36262 5.39978
H -0.62962 2.29065 -6.54189
H -2.74634 -1.93531 3.08106
C 9.29436 4.53088 -0.99332
O -5.33147 -2.13655 2.87892
H 8.16193 6.15146 -0.11823
H 3.79692 0.25770 1.05015
O -7.63287 -0.24060 3.77504
C 0.48003 -1.39472 -1.53503
H 0.21600 -1.72109 4.11031
H -4.73169 -4.07911 3.01708
H 3.07160 -2.24211 -2.12993
H 3.83869 -2.45791 0.11662
H -2.37223 -2.61820 1.50701
H -0.06565 -1.69411 1.61316
C -0.23105 -0.86884 3.59267
H -1.35744 2.42314 -4.87768
H 8.15418 3.22407 -0.09552
C -8.21013 1.66712 5.12385
H 5.03723 -0.14638 -3.76023
C -0.36345 2.47433 -5.45391
H -1.53671 -3.23011 2.95028
H 2.58780 -0.84548 -6.36876
C 4.58564 1.42789 -2.37941
C 2.81256 0.26731 -3.90841
Br -0.37854 -0.46958 -4.75465
H 7.23258 5.15556 -1.22772
H -6.74766 -4.82237 4.32136
H -6.15429 -1.63110 2.82970
C 3.51037 -1.26315 -1.71531
C 9.37662 3.74570 -2.29253
H 0.05806 3.50590 -5.26051
H 9.61172 4.40019 -3.13588
H -10.70049 0.45745 4.96121
H -0.98594 -0.42006 4.24626
C -0.84445 -1.29123 2.26664
C 4.35734 0.78178 -3.83335
H 10.14566 2.97179 -2.22552
P 3.02831 -1.26146 -5.05440
C 3.47136 -1.39291 -0.12109
C 1.89564 1.46895 -4.48032
H -5.92810 -3.45706 5.10787
H -2.08696 0.21560 2.18386
H -7.83713 1.18484 6.03299
N 3.27365 1.23313 -1.77814
C -8.70585 0.63256 4.12610
H 4.61015 -1.27390 -2.02041
C -6.48702 -3.76590 4.22024
C 8.21780 5.60280 -1.06205
O 9.00844 3.63966 0.08217
H -1.60577 -0.96636 -0.73971
H 8.41842 6.31316 -1.86824
H -5.84178 -3.73500 0.81785
H 2.43845 -1.31286 0.34022
H 0.54127 -0.11131 3.43448
H 4.40974 -1.63636 -5.17349
H -9.03047 1.13214 3.20978
H -7.41080 -3.17818 4.20617
H 1.05627 -2.36444 -1.44382
C -9.85503 -0.18261 4.69798
Br 2.75008 3.27261 -4.61965
C 2.66752 -0.04747 -2.31791
H -9.53862 -0.72860 5.59259
H 3.19494 1.37478 -0.76736
H 8.43060 3.23511 -2.49958
H 0.50804 0.77021 -2.20585
O -1.39695 -0.14795 1.61405
H 5.07106 -0.05525 -0.03131
C -5.66914 -3.51887 2.96182
H 4.79443 1.29942 -4.74074
C 0.54777 1.29388 -4.87935
N 4.38517 -0.46385 0.61443
H 1.52694 -2.82460 -5.25626
N 2.22877 -2.55318 -4.55041
C -6.43637 -3.92815 1.71440
H 10.26164 4.99468 -0.78217
H -7.33714 -0.68868 4.57891
H -7.37770 2.23731 4.70375
C 1.18938 0.03875 -1.67353
C -0.94937 -1.51689 -1.47930
H -1.43272 -2.22868 -2.22943
*
```

Results
Gap between HOMO and LUMO: 7.787 eV
SMILES: C=CC[C@]1(CCN)NC(=O)C[C@]1([PH2]=N)/C(Br)=C(/C)Br.CC(C)O.CC(C)O.CC(C)O.CC(C)O
HOMO energy: -0.28682 Ha